No. 1
Molecular formula: C72H186N6O24
Method: DFT, ωB97M-V with the def2-TZVPD basis set

Gap between HOMO and LUMO, Ha: 0.3189
Lowest unoccupied orbital energy, eV: 0.356
ΔE to the lowest compared entry with this formula, charge and spin, kcal/mol: 20.61
HOMO level, eV: -8.323

ORCA input file:
```
! RIJCOSX wB97M-V def2-TZVPD def2/J DEFGRID3
* xyz 0 1
O 2.19163 -20.25125 2.45371
O 1.38043 -18.81202 9.52672
O 9.63648 -15.72413 5.33980
O 7.12050 -23.42751 6.47853
O -5.10491 -19.17709 2.26476
O -1.06484 -18.61183 5.26207
O 3.26316 -28.23619 8.64866
O 1.44912 -25.08116 2.90183
O 3.14222 -13.89879 1.36322
O 9.00317 -21.22498 6.05916
O 1.03388 -23.86372 8.26014
O -2.29235 -25.08522 5.50542
O -2.11795 -21.01570 -5.13687
O 4.19203 -23.97027 12.46360
O 3.25443 -19.14097 4.87297
O 6.03405 -14.40010 11.28732
O -3.00717 -21.56292 8.87023
O 3.61371 -21.12377 12.51879
O 5.92259 -19.53319 11.64986
O 13.18251 -12.41649 3.04688
O 2.26595 -16.70276 6.08550
O -3.26230 -20.89813 11.58606
O 5.20203 -15.62198 0.81851
O -1.11532 -20.95776 -0.48506
N -0.78366 -22.63467 -3.02657
N -3.29048 -20.34137 5.29445
N 1.21944 -26.56902 7.35832
N -1.05170 -23.81673 3.34398
N 11.15826 -14.71878 3.03257
N -0.02197 -17.32712 7.65482
C 2.32841 -21.84257 14.50113
C -0.96443 -20.21224 11.33323
C 0.53358 -22.80477 9.11090
C 5.93715 -16.71406 2.92055
C 7.52379 -19.74137 5.10589
C 1.71275 -20.36344 6.02871
C 9.16771 -19.06627 6.93931
C 6.08193 -15.54630 1.94561
C 5.59738 -23.25840 4.67335
C 3.83109 -19.66802 7.13091
C 3.23435 -18.38837 1.43518
C -0.56873 -18.81537 3.89930
C -3.68455 -20.56724 6.69555
C -2.42489 -19.67789 -5.48738
C 3.28779 -24.72627 11.71814
C -3.04991 -25.88295 6.39192
C 1.85693 -15.11860 2.95715
C 3.15845 -20.09164 5.85413
C 0.17194 -24.40598 7.35496
C -2.02941 -20.86384 13.64888
C 2.17693 -13.73254 2.36443
C 1.14499 -23.86321 2.15065
C 12.38928 -14.63311 2.28208
C 4.88620 -23.45616 7.11743
C -0.48049 -22.82928 -4.45530
C 2.84164 -15.74624 6.86900
C 2.47711 -28.69251 7.56438
C -2.55068 -21.13782 7.55534
C 2.49371 -19.30308 10.27926
C -0.32947 -17.24426 9.07290
C -0.07567 -21.95231 -0.79147
C 6.56839 -16.12585 9.73327
C -4.82990 -18.96731 0.89330
C 0.90553 -17.50425 9.90694
C 3.10518 -19.91645 1.45564
C -4.35745 -19.70176 4.50181
C 5.93306 -14.11751 2.58523
C 0.75711 -25.50303 6.49257
C 8.05365 -19.73929 10.76041
C -1.26767 -16.93195 6.98350
C -1.95606 -21.06606 12.18505
C 9.43641 -16.09669 3.96795
C 3.32202 -20.79905 13.90435
C 4.62380 -20.64351 14.67908
C 8.19518 -20.12648 6.40726
C 2.04090 -26.12722 2.15677
C 4.33620 -15.69673 6.46348
C 0.21978 -21.92339 -2.25464
C 0.23208 -23.09469 3.07472
C 6.21072 -21.56992 10.42952
C 5.89704 -22.93029 6.10367
C 1.82931 -24.33223 12.00486
C 8.46680 -15.75660 6.14005
C 4.50420 -27.69518 8.38494
C 2.01503 -27.52750 6.63384
C 4.43035 -20.69617 1.81462
C -2.95232 -24.01930 4.88134
C 10.82581 -16.08591 3.30722
C 3.53313 -24.56515 10.20464
C 0.94945 -13.07206 1.73908
C 4.28682 -16.00264 10.76951
C 12.66660 -13.16373 1.90790
C 6.83394 -20.51417 11.34979
C -0.78205 -21.49125 -5.23157
C -1.20666 -17.20739 5.52097
C 5.50961 -15.17885 10.20527
C -1.96689 -23.08268 4.12475
C -3.50185 -22.84960 8.96253
C 13.38265 -11.03229 2.69991
C -1.42076 -20.86011 0.86570
C -3.95083 -19.43108 3.01786
C 2.13239 -14.40626 6.78047
H 2.72914 -20.33835 10.03251
H -3.29106 -21.04871 10.63838
H -2.26975 -19.44296 -6.54040
H 2.28195 -13.99622 5.78167
H 8.71622 -18.30778 7.57878
H 5.97242 -21.86106 6.30153
H 9.71701 -18.53157 6.16441
H -3.48866 -23.41584 5.61366
H 1.39413 -26.57258 1.40083
H -1.31922 -19.19153 11.19049
H 0.33933 -20.88858 -2.57555
H 4.62089 -24.50554 6.98895
H 5.07672 -28.52491 7.97036
H 14.05516 -10.98843 1.84322
H 4.72429 -20.54599 2.85344
H 5.83772 -14.87946 12.09557
H 1.16499 -24.84165 11.30681
H 11.63636 -16.52483 3.88898
H -2.09683 -20.01429 0.99072
H 3.41609 -18.73397 10.16330
H 7.06319 -22.21257 10.20951
H 1.44030 -24.60102 12.98696
H 6.03324 -16.83314 9.09967
H 2.31681 -17.84264 1.21515
H 5.24104 -23.27644 8.13227
H -0.63803 -16.21559 9.25924
H -1.98836 -21.93420 7.06781
H 6.89950 -18.85391 5.20974
H 0.49068 -23.21226 -4.76875
H -2.13800 -16.86931 5.06664
H -3.67751 -24.49058 4.21794
H -0.04790 -20.74824 -4.92003
H 2.84066 -16.02512 7.92272
H 5.84673 -21.14646 9.49342
H -1.46871 -15.87397 7.15194
H 2.92246 -25.31769 9.70578
H 3.46099 -23.54613 9.82449
H 1.49470 -16.95520 6.59837
H -0.49101 -23.03493 9.40300
H 1.02940 -15.12777 3.66653
H 3.52568 -18.68500 7.48939
H -0.73836 -24.69010 3.74292
H 1.07575 -22.55755 10.02360
H -3.90699 -26.40341 5.96456
H 5.33791 -19.98130 14.18957
H 8.91995 -20.39839 10.70361
H 5.12508 -21.59257 14.86907
H 7.04115 -15.75101 1.47012
H 1.05885 -14.40799 6.96918
H -0.68887 -19.84358 3.55805
H -1.91063 -20.27329 7.73146
H 2.08373 -21.46344 15.49335
H 2.92867 -27.10611 6.21457
H -2.71003 -23.57258 9.15855
H 1.43956 -21.95041 13.87950
H 4.41690 -15.19349 1.16718
H 3.89072 -16.62098 9.96399
H 0.06720 -22.06894 2.74493
H -2.68043 -21.58286 14.14616
H -0.82038 -20.77821 10.41289
H 8.74555 -15.45269 3.42381
H 5.97166 -17.71198 2.48344
H 2.77446 -19.85754 13.94728
H 10.82239 -16.58893 2.34023
H 2.77158 -15.51612 3.39703
H 3.02849 -29.43901 6.99270
H -3.42789 -20.27474 2.56746
H -1.82323 -18.91668 -4.99075
H 1.09917 -19.49858 6.28097
H 5.19636 -20.34703 1.12221
H 5.55700 -22.30972 10.89153
H -1.18505 -17.83309 9.40361
H 4.90439 -19.61591 6.94814
H 0.82830 -22.94527 3.97488
H 1.62007 -16.72062 9.65503
H 3.65616 -20.31620 7.98960
H 3.61054 -21.02964 5.53182
H 4.93289 -16.69491 3.34385
H 5.00790 -27.43679 9.31640
H -2.53654 -19.92088 13.85319
H 2.63300 -13.74589 7.48856
H 7.71929 -22.71668 6.23816
H 0.49868 -18.59999 3.85102
H -1.59255 -22.09323 12.15511
H 0.03036 -25.90280 5.78538
H 3.93212 -22.93912 7.01493
H -3.98633 -19.59747 7.09125
H 6.39091 -22.85040 4.04730
H 2.89912 -25.71720 1.62438
H 8.25574 -19.49962 4.33524
H 3.53302 -18.05554 2.42922
H 9.94189 -19.58629 7.50353
H 2.49878 -19.79291 3.23932
H -0.54244 -20.57077 1.44271
H 5.86057 -13.45470 1.72294
H 3.38760 -12.99717 1.14306
H -1.89531 -21.77904 1.20991
H -1.07863 -20.83525 14.18115
H 2.69637 -20.25449 0.50343
H -1.06324 -18.25576 3.10532
H 4.69992 -16.72325 6.50887
H 0.04049 -20.18783 11.75471
H 1.52096 -21.13946 6.76973
H -3.17920 -25.34883 7.33324
H 5.10633 -20.01067 11.81516
H 3.50950 -15.36090 11.18430
H -4.69926 -18.74300 4.89173
H 6.77787 -13.92269 3.24586
H -0.55609 -21.65879 -6.28465
H 0.52683 -21.83330 8.61664
H -4.02438 -23.17058 8.06141
H 1.60266 -15.76976 2.12083
H 7.68057 -15.13650 5.70944
H -1.62825 -22.09092 -2.92121
H 1.58806 -25.09960 5.91389
H 13.22452 -15.03756 2.85382
H -4.24185 -22.92371 9.75940
H 0.54412 -24.04568 1.25972
H -3.45128 -19.36186 -5.30096
H 4.98946 -24.44257 12.71387
H 3.99146 -17.97506 0.76880
H 4.59214 -24.68115 9.97408
H -4.35072 -19.85406 0.47838
H -2.37597 -26.69461 6.66598
H -2.48168 -19.73721 5.26418
H 2.98638 -18.31323 5.27865
H 8.79154 -15.23641 7.04118
H 5.03084 -13.99499 3.18446
H 7.08774 -20.99628 12.29385
H 0.67174 -13.59570 0.82432
H 9.54369 -20.93304 5.32146
H 11.82272 -12.61340 1.49184
H 7.35356 -15.61222 9.17847
H 1.17796 -20.70393 5.14206
H 2.21597 -19.31791 11.33318
H 2.78735 -22.82097 14.64325
H 4.62598 -22.86890 4.36875
H 9.01302 -17.09487 3.85626
H 2.41166 -26.96130 2.75255
H 0.11412 -18.30865 7.45941
H 1.87268 -26.10265 7.97142
H 7.91637 -19.30905 9.76837
H 2.61686 -13.06145 3.10213
H 2.03820 -23.27286 1.94631
H 5.62554 -24.34240 4.56269
H 11.28179 -14.16499 3.86812
H 0.14239 -13.07807 2.47169
H 4.55455 -15.34572 5.45491
H 4.96761 -15.23503 7.22260
H -0.41566 -16.60269 5.07739
H 4.03355 -21.98696 12.53418
H -4.47972 -21.30237 6.81961
H -5.19596 -20.39814 4.49378
H -2.11067 -17.50615 7.36786
H -3.30217 -18.55848 3.09478
H 12.24119 -15.17108 1.34572
H 1.62387 -29.28432 7.89580
H -5.79781 -18.92450 0.39389
H 6.94137 -20.57944 4.72309
H 8.38913 -18.90126 11.37135
H 1.14512 -12.03565 1.46401
H -0.47921 -22.93964 -0.56688
H -1.17848 -23.58645 -4.81252
H 4.48865 -26.80903 7.75044
H 4.50963 -20.12586 15.63151
H 1.77615 -23.24643 11.92551
H 1.37027 -27.88590 5.83138
H 1.18929 -22.34970 -2.51235
H 0.58827 -17.41847 10.94622
H 13.91573 -10.41935 3.42671
H 4.58926 -16.70007 11.55068
H 3.32625 -25.78550 11.97238
H -0.68649 -24.77727 7.91473
H -4.27978 -18.04917 0.68718
H 5.19414 -14.52638 9.39110
H 7.50934 -20.44138 7.19373
H 13.41948 -13.24274 1.12366
H -0.18674 -23.60508 6.70842
H 6.48293 -16.56799 3.85269
H -1.44755 -22.40326 4.80060
H 6.96549 -16.79679 10.49501
H 4.23264 -21.74154 1.57755
H 0.80523 -21.63252 -0.23483
H -2.55817 -22.41804 3.49487
H 8.05914 -16.75004 6.32709
H 12.43242 -10.53698 2.50033
*
```

---

No. 2
Molecular formula: C72H79N13O3S
Method: DFT, ωB97M-V with the def2-TZVPD basis set

Gap between HOMO and LUMO, Ha: 0.3243
Lowest unoccupied orbital energy, eV: 0.583
HOMO level, eV: -8.241

ORCA input file:
```
! RIJCOSX wB97M-V def2-TZVPD def2/J DEFGRID3
* xyz 0 1
S 1.93082 -2.18911 -5.53033
O 1.28399 -3.40970 -5.88966
O 2.39769 -2.22774 -4.01083
O 1.05890 -1.07105 -5.78640
N -1.92267 13.58349 0.21695
N 0.83442 1.43511 -2.69510
N 6.69693 -10.27729 -3.17117
N 0.43280 -1.73545 -11.74463
N -6.26759 -4.75683 10.41757
N -0.57475 -1.21115 4.72189
N -3.35980 -8.71935 12.51810
N 2.69859 -3.11382 2.27394
N -5.42460 6.20836 -3.15989
N -2.85797 9.39716 -1.51793
N 1.03133 6.59684 -2.38360
N -4.76743 -4.82387 6.03381
N 6.63090 -3.86303 -3.25536
C -1.87110 13.38881 1.53461
C 0.99177 6.54881 -3.71526
C 0.15206 8.76741 -3.89085
C -7.67460 7.65391 -2.37694
C 0.49087 -1.95081 -10.42969
C 6.46732 -4.02318 -4.59449
C 7.64569 -11.15658 -3.49303
C -2.42161 -9.61017 12.19413
C 2.65770 -3.15820 0.94135
C 3.09348 -0.99974 -3.63932
C -5.27258 -4.84737 12.60304
C 0.57310 -0.47622 -12.15900
C -3.92211 11.29760 -0.50560
C -4.00575 -4.80938 12.04791
C -1.20668 -2.38051 4.82968
C 7.89188 -11.58634 -4.78813
C 2.23417 -2.10304 0.14944
C -1.55793 -2.11730 7.16655
C -1.71602 -2.87702 6.01984
C -1.58919 15.92526 0.62236
C -1.54965 1.63887 -2.51632
C 0.56535 7.60028 -4.51157
C 1.82502 -0.93465 0.77362
C 1.85778 -0.86865 2.15606
C 6.95175 -5.09587 -2.74602
C 0.83018 0.35303 -9.94380
C 0.77460 0.59852 -11.30635
C -6.90282 -5.44345 6.93526
C -6.65621 5.72731 -3.33213
C -6.02581 -4.53119 6.37130
C -1.78319 14.83753 -0.21522
C 4.37476 -0.95360 -4.49554
C 6.63292 -5.32614 -4.97058
C -5.31727 7.41351 -2.59567
C -4.07642 10.60357 0.68078
C -6.40414 8.17207 -2.18711
C 4.06323 -0.61144 -5.97414
C -7.80800 6.40538 -2.96265
C 5.50091 -0.07782 -3.89206
C 6.51897 -2.68857 -2.40065
C -1.68487 14.40544 2.45860
C 6.91026 -0.71410 -4.05599
C -0.39829 0.95590 -2.87549
C -1.41710 2.88835 -1.93260
C 6.11290 -10.16275 -5.49555
C -3.61473 9.29845 0.75894
C -1.54051 15.70025 1.98808
C 5.95214 -9.79723 -4.16754
C -3.31075 10.65035 -1.56852
C -6.45259 -6.73398 7.15808
C 0.93923 2.64164 -2.13177
C -0.43456 -0.49507 5.83846
C 7.10571 -11.07642 -5.80835
C -5.03301 -4.72058 9.90384
C -3.01555 8.74527 -0.36051
C 3.38727 -1.90019 -6.56473
C -0.90278 -0.89962 7.07877
C -2.99979 -9.56173 9.88703
C -2.19965 -10.06134 10.90208
C 0.63104 7.73122 -1.80616
C -6.36339 -4.82028 11.74726
C -4.11765 -8.25038 11.52674
C -0.14629 3.40407 -1.73325
C -3.87833 -4.74580 10.67112
C -5.15206 -7.06168 6.81385
C 0.18360 8.83806 -2.50857
C -4.35379 -6.07207 6.25911
C 6.95383 -6.01738 -3.74047
C -3.98137 -8.63709 10.20239
C 2.30276 -1.98091 2.85545
C 7.39058 -1.49188 -2.81096
C 0.68489 -0.94797 -9.49121
H 8.45203 -1.74003 -2.93966
H -0.45282 -0.02655 -3.33323
H 0.55625 7.50533 -5.58896
H -2.22311 -3.83123 6.04688
H 3.11498 -1.79516 -7.61762
H -2.90478 -4.71700 10.19996
H 7.14496 -7.08493 -3.70962
H 0.08212 0.45210 5.72167
H -0.75787 -0.27703 7.95150
H 0.51954 -0.33156 -13.23284
H -1.98545 12.35840 1.85626
H -1.65326 14.18769 3.51755
H 5.47107 -2.38947 -2.23647
H -4.86985 -7.52687 11.82020
H 6.53701 -5.74893 -5.96150
H 3.28070 0.16060 -5.99303
H -2.85946 -9.88947 8.86400
H -8.78237 5.96618 -3.12933
H -7.91105 -5.15119 7.19303
H -7.37513 -4.85116 12.13772
H -4.62786 -8.22246 9.44058
H 5.19038 -9.08262 -3.87454
H 6.87364 -3.00974 -1.41120
H 1.95217 3.00726 -1.99840
H -0.19090 9.61096 -4.47691
H 8.67783 -12.30127 -4.99075
H -3.17146 11.15546 -2.51863
H 4.95726 -0.31988 -6.53520
H -4.98223 -4.66922 8.82187
H 2.46791 -0.09354 -3.72568
H -1.94039 -2.46945 8.11705
H -3.12740 -4.83130 12.68096
H -4.54979 11.07244 1.53511
H -1.39179 16.52273 2.67657
H 2.22296 -2.19414 -0.92894
H 4.07411 -2.74325 -6.40452
H 2.98344 -4.09261 0.49610
H 1.48521 -0.08789 0.18831
H 0.67532 7.74194 -0.72183
H 7.16589 -5.24958 -1.69386
H 0.98457 1.16460 -9.24318
H 6.23473 -3.23377 -5.29974
H -4.76368 -8.05913 6.97138
H 0.88433 1.60010 -11.70011
H 0.37548 -2.98446 -10.12184
H -7.10941 -7.47524 7.59637
H 4.74356 -1.99062 -4.51823
H -3.32645 -6.28005 5.97699
H 5.51533 0.86341 -4.46507
H -1.47972 16.92096 0.21459
H -2.29265 3.45349 -1.63731
H 5.47702 -9.74174 -6.26256
H 5.33345 0.18911 -2.83876
H -2.52368 1.20224 -2.68979
H -1.42171 -10.78438 10.69755
H 7.26468 -11.38723 -6.83354
H -6.33255 -3.50973 6.17477
H -0.13213 9.72989 -1.98699
H 7.00276 -1.28133 -4.99260
H 1.32026 5.61371 -4.15696
H -1.82223 -9.97565 13.02107
H -5.41368 -4.89812 13.67413
H -6.25632 9.14356 -1.73282
H -4.26635 12.31617 -0.60626
H -1.83101 14.96642 -1.29138
H -2.63693 7.72826 -0.34524
H -8.54952 8.21553 -2.07291
H 3.42010 -1.13257 -2.60065
H -6.71213 4.74592 -3.79119
H -1.30390 -2.94212 3.90674
H 7.34547 -0.77538 -1.97275
H 1.54570 0.02289 2.68149
H 0.00087 4.37516 -1.28184
H -4.30592 7.77967 -2.46911
H 0.72128 -1.17991 -8.43492
H -3.71689 8.72202 1.66864
H 8.23368 -11.53097 -2.66186
H 7.60623 0.13334 -4.17669
H 2.34838 -1.97535 3.93875
*
```